## A
110
Properties=species:S:1:pos:R:3 method="wB97M-V/def2-TZVPD" homo_lumo_gap_ha=0.3446 smiles=OCCO.OCCO.OCCO.OCCO.OCCO.OCCO.OCCO.OCCO.OCCO.OCCO.OCCO homo_energy_ev=-8.918 spin_multiplicity=1
O -3.198 -7.001 -9.786
C 0.721 -8.911 -10.962
C -1.082 -9.356 -14.272
H -4.070 -5.173 -8.382
C -2.434 -3.371 -13.406
O -9.360 -11.824 -12.953
O -2.727 -11.384 -5.555
H -5.519 -5.195 -14.502
O -1.945 -4.274 -11.228
H -1.298 -13.125 -13.108
O -0.045 -7.539 -9.246
H -8.088 -11.325 -11.495
H -4.305 -8.321 -8.674
O -1.321 -12.991 -10.445
C -3.320 -9.387 -10.492
H -6.149 -10.433 -17.466
H -2.109 -7.030 -16.309
H -3.536 -3.067 -11.618
H -7.935 -13.100 -11.943
H -1.609 -7.220 -14.068
H -2.860 -13.563 -13.217
H -6.469 -10.626 -14.664
H -6.037 -11.256 -12.702
H 0.312 -6.808 -9.755
O -7.286 -10.834 -14.204
C 0.758 -8.641 -9.438
H -4.489 -6.108 -13.262
H -5.495 -8.392 -12.549
H -4.208 -9.465 -15.215
C -4.302 -3.288 -8.208
O -2.204 -11.292 -8.235
H -1.374 -3.502 -13.622
O -4.349 -9.761 -18.090
O -2.731 -11.561 -12.943
H 1.742 -8.315 -9.101
H -5.010 -11.680 -18.161
H -2.815 -3.092 -5.596
H -4.862 -7.993 -10.304
H -2.523 -14.393 -11.132
O -4.826 -4.582 -8.362
C -6.189 -7.273 -14.001
C -1.919 -8.109 -14.618
H 1.709 -7.282 -11.472
H -5.578 -7.609 -14.839
H -2.529 -6.949 -9.099
C -4.277 -2.987 -6.715
C -2.490 -3.179 -11.904
H -1.833 -6.680 -4.858
H -3.576 -11.461 -16.110
H 0.537 -6.743 -7.512
H -3.021 -4.260 -13.641
H -3.369 -3.148 -8.754
C -1.956 -12.411 -6.092
C -1.273 -11.970 -7.393
C -8.071 -12.074 -12.287
H 0.570 -7.291 -4.801
H -2.987 -8.278 -14.483
C -5.126 -10.804 -17.522
H -2.400 -10.487 -7.750
H -2.201 -11.263 -13.686
H 1.390 -9.757 -11.117
H -3.921 -10.295 -10.439
C -4.633 -11.196 -16.092
C -2.425 -13.317 -11.276
H -0.510 -11.238 -7.132
H -2.540 -5.028 -11.219
O -3.034 -2.284 -14.173
O -6.157 -5.352 -12.622
H -2.753 -13.138 -6.250
H -1.422 -10.429 -15.881
H -7.219 -7.234 -14.356
H -2.245 -9.556 -10.429
O -1.519 -10.492 -14.928
H -3.369 -12.984 -10.846
O -3.658 -9.190 -11.834
C -6.851 -11.775 -13.209
H -9.994 -12.046 -12.267
H -1.135 -9.469 -13.189
H -5.051 -2.629 -8.647
O -1.943 -6.003 -6.822
C -3.974 -8.189 -9.704
C -5.476 -5.907 -13.677
H -5.212 -11.973 -15.592
C -1.198 -6.233 -5.623
H -4.978 -9.117 -18.425
H -7.109 -5.280 -12.722
O -1.805 -7.907 -16.064
C 0.052 -7.149 -5.750
H -0.764 -5.316 -5.224
H -5.154 -3.518 -6.346
H -0.257 -9.270 -11.282
O -4.980 -10.028 -15.303
H -2.375 -5.147 -6.877
H -1.359 -12.796 -5.265
H -1.657 -12.444 -9.732
O 0.933 -7.756 -11.781
O -6.338 -8.282 -12.996
H -3.681 -11.477 -5.598
H -6.521 -12.741 -13.591
C -2.242 -12.897 -12.614
H 0.478 -9.529 -8.871
H -0.015 -9.294 -14.486
H -4.210 -1.902 -6.637
H -3.231 -1.564 -13.570
H -0.886 -12.834 -7.933
H -0.154 -8.150 -6.127
H -3.375 -9.921 -12.389
O -2.985 -3.486 -6.455
O 0.909 -6.468 -6.671
H -1.995 -2.246 -11.635

## B
110
Properties=species:S:1:pos:R:3 method="wB97M-V/def2-TZVPD" homo_lumo_gap_ha=0.3511 smiles=OCCO.OCCO.OCCO.OCCO.OCCO.OCCO.OCCO.OCCO.OCCO.OCCO.OCCO homo_energy_ev=-9.591 spin_multiplicity=1
H -0.191 5.059 5.348
H -2.067 -0.028 -2.268
H 5.277 1.541 4.261
C 0.442 4.370 4.775
C 4.772 2.149 3.515
H -3.845 2.121 -1.785
H 3.544 -1.769 -7.041
H -4.030 -3.706 -3.813
O 0.529 -4.227 0.984
H 0.294 4.134 -0.756
H 3.080 1.469 2.287
H -1.134 -5.604 2.535
H -3.122 -1.270 -0.036
H 5.184 3.902 2.770
C -2.158 -4.165 -4.347
H -0.777 -1.644 -0.856
C -3.965 0.040 -1.829
H -0.116 -4.831 -4.031
O -2.897 3.529 0.130
O 5.697 3.188 3.173
H 4.068 4.463 -1.779
O -1.065 5.446 -1.573
H -1.802 -0.486 2.806
H 1.486 4.663 4.938
H -1.486 -5.055 4.755
H -2.660 -3.147 -1.079
H -1.186 -3.242 1.698
H -3.174 1.514 -4.374
O -2.611 -0.301 -1.516
H 0.584 -3.474 0.369
C -0.804 -4.076 -3.652
O 1.309 0.077 1.267
H 3.931 2.640 4.014
C -3.970 1.365 -2.568
O 4.809 4.587 0.815
H -1.527 -1.210 5.129
C -4.659 -3.817 -0.433
H 3.957 1.604 0.434
H 1.418 -2.150 -4.612
O -3.144 -3.478 -3.530
H 1.705 -4.182 -5.229
H 0.107 0.794 -0.278
H -0.982 -4.356 -2.607
C 0.977 0.154 -0.123
H 3.642 6.046 0.011
O 4.603 1.802 1.118
H 0.338 -2.937 2.547
C 4.156 1.299 2.377
O 2.941 2.941 -0.964
H 0.887 2.798 2.508
H -1.227 1.600 4.915
O -1.459 -4.345 4.111
H -2.669 -3.983 0.473
H 0.457 0.055 1.756
H -4.835 1.532 -3.217
H 2.051 -1.630 -0.668
H -0.675 5.057 0.310
C 1.090 -1.140 -0.856
C 3.069 -3.685 -6.840
C 3.256 4.347 -1.061
C -0.249 -3.707 2.030
H 0.344 -5.121 3.433
H -4.780 -4.392 -1.347
H -1.192 2.529 0.178
H 2.733 4.751 0.933
C -3.228 -3.287 -0.155
C 0.054 4.322 3.304
H 0.734 2.989 6.171
H -2.474 -5.204 -4.164
H 1.853 0.715 -0.474
O 1.004 3.753 2.427
O -1.779 0.884 5.251
H -1.776 2.728 -1.468
C -0.973 -0.273 5.067
H -2.397 -3.983 -5.394
H -4.416 0.228 -0.855
H -5.237 -2.895 -0.571
O -0.306 -2.759 -3.771
O 3.975 -2.621 -7.139
C -0.629 -4.784 3.057
H 3.259 -3.766 -4.648
H 2.335 4.812 -1.421
H 4.913 3.619 0.818
C -0.109 -0.152 3.817
H 3.506 -4.668 -6.989
O -0.989 0.013 2.669
H 4.440 0.258 2.546
H -1.090 -2.268 -3.487
O 0.333 3.061 5.301
H 1.244 -0.954 -1.933
H -5.352 -3.658 1.363
H 0.717 -0.855 3.730
H -4.447 -0.761 -2.395
C 3.573 4.991 0.279
O -2.881 1.487 -3.465
C 2.547 -3.516 -5.447
O 0.061 -2.066 -0.629
H -0.289 -0.285 5.927
H -1.799 5.957 -1.225
H 3.396 2.404 -1.615
C -1.659 3.239 -0.512
H -3.004 4.443 0.396
O -3.271 -2.047 0.521
H 0.303 0.860 3.869
O 2.212 -2.160 -5.162
H 2.267 -3.464 -7.554
C -0.741 4.441 -0.596
H -0.899 3.823 3.102
O -5.198 -4.388 0.756
H -0.057 5.385 3.062

The least stable of them is A.

## A
21
Properties=species:S:1:pos:R:3 method="wB97M-V/def2-TZVPD" homo_lumo_gap_ha=0.3283 homo_energy_ev=-8.256 spin_multiplicity=1
H -2.080 -0.496 1.768
C -1.895 -0.637 0.657
H 1.136 2.737 0.474
H 0.536 -2.044 -2.941
H -2.594 -1.493 0.123
H 0.287 0.185 -1.687
H -1.949 2.247 1.640
C 0.883 -1.293 -0.446
C -0.851 -0.110 0.047
C 0.208 2.079 0.572
C 0.331 -1.861 -1.657
H -0.174 2.188 -0.628
H 2.487 -0.551 0.513
H 0.461 -1.578 0.663
H -0.203 -2.837 -1.367
H 0.490 0.467 1.974
C 0.473 0.648 0.851
C 1.579 -0.094 0.048
C -0.308 -0.560 -1.241
H 1.954 0.449 -0.875
O -0.771 2.553 1.514

## B
21
Properties=species:S:1:pos:R:3 method="wB97M-V/def2-TZVPD" homo_lumo_gap_ha=0.3697 smiles=C[C@]12C[C@@H]1C[C@@H]1O[C@@H]1C2 homo_energy_ev=-9.040 spin_multiplicity=1
H -2.610 -0.023 -1.252
C 0.651 -0.546 -0.972
H -2.109 -0.407 0.463
H 0.762 0.437 -2.919
H 1.436 -2.215 0.305
H 1.538 -0.069 -0.904
C 0.714 -0.508 1.556
H -1.623 -1.501 -0.858
H -0.527 -0.703 -2.878
H 1.404 -0.834 2.392
C 0.666 -1.450 0.293
C 0.068 1.483 -0.151
C 0.092 -0.020 -2.267
O -0.382 0.283 1.911
H -0.626 2.410 -0.068
C -1.773 -0.391 -0.612
C 0.603 0.961 1.194
C -0.469 0.333 -0.819
H -0.206 -2.052 0.221
H 1.220 1.872 1.664
H 1.087 1.645 -0.777

The least stable of them is A.